Entry A
7 unconnected molecules or ions with the total composition C28H77N7O7, computed with ωB97M-V with the def2-TZVPD basis set.

CARTESIAN COORDINATES (ANGSTROEM)
C  -32.67  2.42  -35.29
C  -31.11  2.56  -35.21
C  -30.66  2.54  -33.70
O  -31.44  3.52  -32.88
C  -30.78  3.78  -31.61
N  -30.58  1.51  -36.00
H  -33.12  3.30  -34.82
H  -33.01  1.60  -34.65
H  -33.13  2.43  -36.28
H  -30.84  3.53  -35.61
H  -29.62  2.83  -33.56
H  -30.81  1.54  -33.29
H  -29.91  4.37  -31.89
H  -30.71  2.86  -31.04
H  -31.42  4.48  -31.06
H  -30.81  1.62  -36.98
H  -30.98  0.63  -35.74
C  -35.79  1.07  -25.88
C  -35.20  1.42  -24.50
C  -36.09  1.01  -23.32
O  -37.34  1.70  -23.41
C  -38.40  0.85  -23.02
N  -33.90  0.80  -24.38
H  -35.32  1.63  -26.69
H  -36.80  1.44  -25.99
H  -35.71  0.03  -26.20
H  -35.11  2.50  -24.35
H  -35.62  1.19  -22.36
H  -36.14  -0.08  -23.28
H  -38.20  0.23  -22.15
H  -38.39  0.09  -23.80
H  -39.41  1.26  -23.04
H  -33.34  1.14  -23.61
H  -34.06  -0.17  -24.14
C  -29.40  0.20  -22.59
C  -30.84  0.76  -22.68
C  -31.58  1.34  -21.42
O  -32.79  1.86  -22.00
C  -33.50  2.71  -21.09
N  -30.64  1.82  -23.71
H  -28.64  0.84  -22.14
H  -29.08  -0.05  -23.60
H  -29.30  -0.77  -22.12
H  -31.43  -0.01  -23.19
H  -31.03  2.13  -20.91
H  -31.69  0.57  -20.66
H  -34.59  2.73  -21.11
H  -33.04  3.70  -21.18
H  -33.44  2.41  -20.04
H  -31.56  2.18  -23.89
H  -30.17  2.62  -23.31
C  -28.24  -3.32  -28.68
C  -26.70  -3.15  -28.30
C  -26.34  -1.75  -27.62
O  -25.43  -1.77  -26.58
C  -24.06  -1.54  -27.01
N  -26.45  -4.33  -27.46
H  -28.79  -3.41  -27.74
H  -28.42  -4.19  -29.31
H  -28.53  -2.46  -29.28
H  -26.02  -3.22  -29.15
H  -27.15  -1.27  -27.08
H  -26.16  -0.94  -28.31
H  -23.42  -1.62  -26.12
H  -23.83  -0.55  -27.40
H  -23.87  -2.37  -27.69
H  -26.35  -5.17  -28.00
H  -25.50  -4.20  -27.13
C  -35.43  4.61  -27.32
C  -34.76  4.38  -28.74
C  -35.69  4.44  -29.98
O  -35.00  4.27  -31.29
C  -34.12  3.13  -31.39
N  -33.80  5.41  -28.92
H  -34.82  4.55  -26.42
H  -36.17  3.83  -27.13
H  -36.06  5.50  -27.44
H  -34.22  3.44  -28.78
H  -36.15  5.42  -29.90
H  -36.54  3.77  -29.78
H  -33.77  2.97  -32.41
H  -34.66  2.23  -31.13
H  -33.24  3.27  -30.76
H  -34.27  6.26  -29.17
H  -33.57  5.28  -29.89
C  -31.96  -3.52  -26.63
C  -32.69  -3.32  -25.38
C  -33.10  -4.67  -24.80
O  -34.06  -5.31  -25.61
C  -34.31  -6.64  -25.24
N  -31.88  -2.53  -24.43
H  -31.53  -2.58  -26.99
H  -32.60  -3.84  -27.45
H  -31.12  -4.22  -26.59
H  -33.56  -2.73  -25.67
H  -33.64  -4.50  -23.87
H  -32.28  -5.31  -24.46
H  -33.34  -7.13  -25.25
H  -34.97  -7.21  -25.88
H  -34.44  -6.68  -24.16
H  -30.95  -2.92  -24.43
H  -31.69  -1.72  -25.00
C  -32.07  1.80  -27.70
C  -31.40  0.40  -27.57
C  -29.96  0.33  -28.17
O  -29.95  0.51  -29.59
C  -28.63  0.65  -30.13
N  -31.62  -0.16  -26.24
H  -31.61  2.65  -27.20
H  -33.07  1.76  -27.26
H  -32.08  2.06  -28.76
H  -32.07  -0.17  -28.22
H  -29.67  -0.72  -28.13
H  -29.21  0.92  -27.65
H  -28.17  1.46  -29.57
H  -28.66  0.82  -31.21
H  -28.00  -0.22  -29.97
H  -30.98  0.24  -25.57
H  -32.51  0.11  -25.82

Properties
orbital gap (spin up / spin down)	8.80 / 3.06	eV
HOMO energy (spin up / spin down)	-0.3876 / -0.3876	hartree
charge	+1
2S+1	2

Results of the Mulliken charge analysis, in e, for atoms 1 through 5:
1 C -1.30
2 C 0.35
3 C -0.60
4 O -0.28
5 C -0.76

Entry B
7 unconnected molecules or ions with the total composition C28H77N7O7, computed with ωB97M-V with the def2-TZVPD basis set.

CARTESIAN COORDINATES (ANGSTROEM)
C  -9.62  10.32  22.92
C  -8.64  11.42  22.54
C  -7.34  11.16  23.28
O  -6.57  12.33  23.11
C  -5.17  12.30  23.30
N  -8.46  11.49  21.11
H  -10.53  10.73  22.49
H  -9.74  10.32  24.00
H  -9.48  9.34  22.45
H  -8.94  12.39  22.92
H  -6.83  10.24  22.99
H  -7.44  11.15  24.36
H  -4.64  13.23  23.09
H  -4.81  11.49  22.67
H  -4.81  12.03  24.29
H  -9.36  11.81  20.80
H  -7.80  12.23  20.89
C  -12.99  8.99  22.44
C  -13.94  9.36  23.62
C  -13.47  10.54  24.52
O  -12.36  10.10  25.15
C  -11.82  11.07  26.06
N  -15.28  9.48  23.11
H  -11.95  8.83  22.72
H  -13.12  9.75  21.67
H  -13.29  8.05  21.99
H  -13.88  8.55  24.34
H  -14.23  10.85  25.24
H  -13.23  11.46  23.98
H  -12.54  11.47  26.77
H  -11.31  11.91  25.60
H  -11.06  10.68  26.74
H  -15.47  8.69  22.52
H  -15.91  9.43  23.90
C  -7.42  6.41  23.63
C  -6.03  6.46  24.23
C  -5.30  7.77  23.95
O  -3.87  7.56  24.21
C  -3.14  8.81  24.17
N  -6.12  6.20  25.72
H  -7.45  6.43  22.54
H  -7.97  7.31  23.90
H  -7.95  5.49  23.88
H  -5.45  5.63  23.83
H  -5.76  8.54  24.57
H  -5.41  8.04  22.90
H  -2.07  8.65  24.18
H  -3.33  9.46  25.03
H  -3.38  9.40  23.28
H  -6.81  5.47  25.84
H  -6.41  7.04  26.20
C  -0.02  10.01  22.31
C  -1.17  10.87  21.76
C  -1.52  12.04  22.69
O  -2.01  11.67  23.97
C  -2.11  12.74  24.93
N  -0.87  11.25  20.40
H  0.98  10.43  22.18
H  0.00  8.99  21.93
H  -0.15  9.82  23.37
H  -2.06  10.25  21.65
H  -2.16  12.68  22.09
H  -0.61  12.64  22.75
H  -2.35  13.66  24.40
H  -1.09  12.88  25.27
H  -2.92  12.53  25.63
H  -1.58  11.83  19.96
H  -0.85  10.36  19.93
C  -5.82  9.57  19.42
C  -6.22  8.07  19.54
C  -7.69  7.93  20.07
O  -8.19  6.61  20.17
C  -9.62  6.55  20.42
N  -6.00  7.39  18.30
H  -4.76  9.65  19.21
H  -6.12  10.13  20.30
H  -6.43  10.09  18.68
H  -5.55  7.64  20.28
H  -8.31  8.51  19.39
H  -7.78  8.43  21.03
H  -10.16  6.92  19.55
H  -9.84  7.06  21.35
H  -9.94  5.51  20.48
H  -6.20  6.40  18.40
H  -6.76  7.60  17.67
C  -8.45  13.41  26.81
C  -7.51  13.74  28.00
C  -8.10  14.73  28.98
O  -8.46  15.93  28.30
C  -9.10  16.86  29.18
N  -7.12  12.59  28.69
H  -9.38  12.95  27.15
H  -8.02  12.68  26.13
H  -8.71  14.20  26.10
H  -6.66  14.18  27.48
H  -7.36  14.95  29.74
H  -8.97  14.26  29.43
H  -10.13  16.55  29.37
H  -9.17  17.79  28.62
H  -8.57  16.94  30.13
H  -7.92  12.30  29.23
H  -7.03  11.79  28.08
C  -11.04  9.94  18.76
C  -10.67  11.32  18.33
C  -11.42  12.44  19.20
O  -11.14  12.39  20.60
C  -11.83  13.35  21.36
N  -9.23  11.49  18.26
H  -10.59  9.20  18.09
H  -12.10  9.70  18.70
H  -10.84  9.67  19.80
H  -11.02  11.45  17.30
H  -12.47  12.26  18.96
H  -11.19  13.42  18.76
H  -12.79  13.62  20.90
H  -11.21  14.24  21.45
H  -12.02  13.05  22.39
H  -8.93  10.99  19.09
H  -8.96  12.46  18.38

Properties
orbital gap (spin up / spin down)	8.13 / 2.42	eV
HOMO energy (spin up / spin down)	-0.4041 / -0.4041	hartree
charge	+1
2S+1	2

Results of the Mulliken charge analysis, in e, for atoms 1 through 5:
1 C -0.79
2 C -0.03
3 C -0.45
4 O -0.51
5 C -0.60

Structures ranked by computed energy, the most stable listed first: entry B, entry A.

Entry A
2 unconnected molecules or ions with the total composition C5H8O4, computed with ωB97M-V with the def2-TZVPD basis set.

CARTESIAN COORDINATES (ANGSTROEM)
C  2.84  -0.54  -1.60
C  1.84  -1.07  -0.50
O  0.66  -1.23  -0.87
O  2.42  -1.40  0.57
H  2.88  -1.36  -2.33
H  3.80  -0.41  -1.12
H  2.42  0.38  -2.03
C  -1.64  0.14  1.25
C  -2.30  0.14  -0.13
C  -0.91  1.50  1.57
O  -1.35  2.53  0.98
O  0.01  1.44  2.41
H  -2.44  0.12  2.00
H  -0.89  -0.64  1.35
H  -1.72  0.68  -0.88
H  -3.30  0.57  -0.10
H  -2.33  -0.86  -0.58

Properties
orbital gap	7.47	eV
HOMO energy	-0.0244	hartree
charge	-2
2S+1	1

Results of the Mulliken charge analysis, in e, for atoms 1 through 5:
1 C -0.88
2 C 0.59
3 O -0.70
4 O -0.73
5 H 0.21

Entry B
2 unconnected molecules or ions with the total composition C5H8O4, computed with ωB97M-V with the def2-TZVPD basis set.

CARTESIAN COORDINATES (ANGSTROEM)
C  -1.04  -1.53  2.09
C  -0.01  -2.68  2.11
O  -0.07  -3.40  3.15
O  0.80  -2.80  1.17
H  -1.56  -1.52  3.05
H  -1.86  -1.57  1.37
H  -0.60  -0.55  1.88
C  0.89  1.09  -1.71
C  0.80  2.24  -0.73
C  -0.50  0.64  -2.25
O  -1.40  1.51  -2.19
O  -0.57  -0.52  -2.69
H  1.49  1.25  -2.61
H  1.39  0.24  -1.24
H  1.73  2.39  -0.17
H  0.00  2.03  -0.03
H  0.51  3.19  -1.20

Properties
orbital gap	7.64	eV
HOMO energy	-0.0453	hartree
charge	-2
2S+1	1

Results of the Mulliken charge analysis, in e, for atoms 1 through 5:
1 C -0.69
2 C 0.51
3 O -0.77
4 O -0.69
5 H 0.30

Entry C
2 unconnected molecules or ions with the total composition C5H8O4, computed with ωB97M-V with the def2-TZVPD basis set.

CARTESIAN COORDINATES (ANGSTROEM)
C  -0.62  -0.82  -2.27
C  0.27  -0.08  -3.30
O  1.14  -0.80  -3.87
O  0.02  1.12  -3.54
H  -0.11  -1.68  -1.82
H  -1.51  -1.11  -2.84
H  -0.95  -0.17  -1.47
C  -0.39  0.54  2.14
C  0.09  -0.62  1.26
C  0.81  1.44  2.57
O  1.44  2.03  1.68
O  1.00  1.50  3.82
H  -1.08  1.16  1.56
H  -0.86  0.20  3.06
H  -0.64  -1.41  1.07
H  1.00  -1.02  1.70
H  0.39  -0.28  0.27

Properties
orbital gap	7.96	eV
HOMO energy	-0.0539	hartree
charge	-2
2S+1	1

Results of the Mulliken charge analysis, in e, for atoms 1 through 5:
1 C -0.72
2 C 0.59
3 O -0.76
4 O -0.74
5 H 0.20

Structures ranked by computed energy, the most stable listed first: entry C, entry B, entry A.

Entry A
2 unconnected molecules or ions with the total composition NO5S, computed with ωB97M-V with the def2-TZVPD basis set.

CARTESIAN COORDINATES (ANGSTROEM)
N  -0.23  0.35  -2.42
O  -0.44  -0.76  -2.86
O  -1.12  -0.67  1.72
O  -0.05  0.53  -1.17
O  1.39  -0.77  1.40
O  0.28  1.37  1.83
S  0.18  -0.05  1.50

Properties
orbital gap (spin up / spin down)	6.50 / 6.51	eV
HOMO energy (spin up / spin down)	-0.1362 / -0.1363	hartree
charge	-1
2S+1	1

Results of the Mulliken charge analysis, in e, for atoms 1 through 5:
1 N 0.32
2 O -0.54
3 O -0.43
4 O -0.59
5 O -0.41

Entry B
2 unconnected molecules or ions with the total composition NO5S, computed with ωB97M-V with the def2-TZVPD basis set.

CARTESIAN COORDINATES (ANGSTROEM)
N  -1.59  1.26  -0.01
O  -2.75  1.65  -0.23
O  1.26  -2.19  -0.28
O  -0.88  0.58  -0.82
O  2.32  0.08  -0.29
O  1.42  -0.78  1.72
S  1.42  -0.87  0.29

Properties
orbital gap (spin up / spin down)	5.29 / 5.28	eV
HOMO energy (spin up / spin down)	-0.1329 / -0.1327	hartree
charge	-1
2S+1	1

Results of the Mulliken charge analysis, in e, for atoms 1 through 5:
1 N 0.14
2 O -0.48
3 O -0.45
4 O -0.46
5 O -0.43

Structures ranked by computed energy, the most stable listed first: entry A, entry B.

Entry A
2 unconnected molecules or ions with the total composition C2H2BrN3, computed with ωB97M-V with the def2-TZVPD basis set.

CARTESIAN COORDINATES (ANGSTROEM)
C  -0.05  0.56  2.08
C  0.17  -0.17  -0.12
N  -0.45  0.52  3.16
N  0.39  0.32  0.92
N  0.72  -0.35  -1.28
Br  -2.32  -0.43  -1.06
H  1.54  0.07  -1.67
H  -0.01  -0.51  -2.04

Properties
orbital gap	7.82	eV
HOMO energy	-0.3593	hartree
2S+1	1

Results of the Mulliken charge analysis, in e, for atoms 1 through 5:
1 C 0.52
2 C 0.35
3 N -0.36
4 N -0.18
5 N -0.40

Entry B
A single C2H2BrN3 molecule, computed with ωB97M-V with the def2-TZVPD basis set.

CARTESIAN COORDINATES (ANGSTROEM)
C  -1.25  0.51  0.13
C  0.68  0.27  -0.86
N  -2.21  1.09  -0.07
N  -0.18  -0.85  1.56
N  -0.08  -0.10  0.38
Br  2.37  -0.31  -1.05
H  0.43  -1.65  1.50
H  0.23  1.04  -1.60

Properties
orbital gap (spin up / spin down)	8.75 / 7.98	eV
HOMO energy (spin up / spin down)	-0.3482 / -0.3248	hartree
2S+1	1

Results of the Mulliken charge analysis, in e, for atoms 1 through 5:
1 C 0.43
2 C -0.21
3 N -0.36
4 N -0.67
5 N 0.30

Structures ranked by computed energy, the most stable listed first: entry A, entry B.